# 1
The following is a DFT calculation (ωB97M-V with the def2-TZVPD basis set) of a 4-piece molecular cluster, C23H57BNO14P4 overall in a non-equilibrium geometry.

Results
largest force on an atom = 7.47 eV/A
expectation value of S² = 0.754
electronic energy = -3408.89315 hartree
LUMO level = -1.4 eV
molecular weight = 706.41 g/mol
HOMO energy = -7.20 eV

```
! wB97M-V def2-TZVPD RIJCOSX def2/J DEFGRID3
* xyz 0 2
C 0.05 4.29 3.05
C 0.48 3.16 3.99
P 1.24 1.69 3.13
C 1.49 2.00 1.33
C 2.91 2.55 1.09
C 0.22 0.15 3.46
B -1.24 0.47 2.92
C -2.56 0.41 3.78
O -1.34 0.82 1.58
C 0.24 -0.19 4.96
C 1.48 -0.88 5.52
C 1.05 -1.48 6.89
C 2.58 0.13 5.86
N 1.95 -2.03 4.69
O 3.13 -2.37 5.08
C 1.95 -1.82 3.21
C 3.21 -1.14 2.66
C 1.92 -3.22 2.57
C 0.70 -1.10 2.68
H -0.17 5.17 3.64
H -0.82 3.98 2.48
H 0.87 4.56 2.38
H 1.25 3.54 4.66
H -0.34 2.83 4.63
H 1.41 1.04 0.83
H 0.73 2.64 0.89
H 3.47 2.57 2.03
H 3.48 1.89 0.44
H 2.92 3.56 0.69
H -3.36 0.08 3.12
H -2.87 1.39 4.16
H -2.54 -0.29 4.61
H -1.82 1.65 1.50
H -0.01 0.70 5.54
H -0.60 -0.88 5.11
H 1.77 -1.25 7.67
H 0.93 -2.56 6.82
H 0.10 -1.05 7.20
H 2.09 0.92 6.44
H 3.01 0.62 4.99
H 3.34 -0.29 6.51
H 4.11 -1.71 2.85
H 3.09 -1.12 1.57
H 3.34 -0.11 2.97
H 1.65 -3.19 1.52
H 2.93 -3.63 2.65
H 1.29 -3.90 3.14
H -0.12 -1.83 2.70
H 0.87 -0.86 1.64
C -5.81 3.70 -4.43
O -5.99 2.45 -3.72
P -4.68 1.71 -3.04
O -5.28 0.37 -2.86
O -4.66 2.62 -1.70
C -5.81 2.61 -0.86
O -3.10 1.36 -2.99
C -2.62 0.76 -1.79
H -6.78 4.04 -4.75
H -5.37 4.45 -3.77
H -5.17 3.56 -5.30
H -6.40 1.70 -0.99
H -6.44 3.48 -1.06
H -5.46 2.67 0.17
H -3.25 -0.06 -1.47
H -2.54 1.51 -1.00
H -1.62 0.38 -2.01
C 3.21 -9.85 0.54
O 2.55 -8.59 0.30
P 3.41 -7.17 0.49
O 2.24 -6.26 0.52
O 4.07 -7.38 -1.00
C 3.20 -7.53 -2.12
O 4.61 -6.14 0.87
C 4.83 -5.04 -0.01
H 2.50 -10.64 0.31
H 4.09 -9.96 -0.10
H 3.51 -9.94 1.58
H 2.22 -7.09 -1.93
H 3.08 -8.59 -2.37
H 3.67 -7.02 -2.96
H 3.90 -4.54 -0.25
H 5.33 -5.37 -0.92
H 5.49 -4.35 0.52
C -2.72 1.88 -6.81
O -3.21 3.18 -7.22
P -2.33 4.50 -6.86
O -3.28 5.61 -7.00
O -1.31 4.33 -8.11
C -1.82 4.50 -9.43
O -1.18 4.93 -5.84
C -0.39 6.06 -6.20
H -3.42 1.13 -7.18
H -1.73 1.68 -7.23
H -2.68 1.83 -5.72
H -2.73 5.11 -9.44
H -2.04 3.52 -9.88
H -1.05 4.99 -10.02
H -1.02 6.89 -6.52
H 0.32 5.80 -6.98
H 0.16 6.35 -5.31
*
```

# 2
The following is a DFT calculation (ωB97M-V with the def2-TZVPD basis set) of a 12-piece molecular cluster, C23H57ClN23O18P overall in a non-equilibrium geometry.

Results
SMILES string = CCCOCC1=C(CP(=O)(O)O)C(=O)C(OC#N)=C(Cl)C1=O.NC(N)=O.NC(N)=O.NC(N)=O.NC(N)=O.NC(N)=O.NC(N)=O.NC(N)=O.NC(N)=O.NC(N)=O.NC(N)=O.NC(N)=O
largest force on an atom = 4.56 eV/A
electronic energy = -4326.32203 hartree
LUMO level = -1.6 eV
molecular weight = 1010.28 g/mol
HOMO energy = -9.22 eV

```
! wB97M-V def2-TZVPD RIJCOSX def2/J DEFGRID3
* xyz 0 1
C -3.91 1.31 1.81
C -3.06 0.07 1.39
C -1.51 0.26 1.51
O -1.06 1.61 1.53
C -1.11 2.22 0.26
C -0.13 1.62 -0.77
C -0.29 1.82 -2.09
C -1.39 2.68 -2.75
P -3.10 1.95 -2.70
O -3.65 1.88 -4.06
O -3.09 0.50 -1.98
O -4.01 2.98 -1.78
C 0.71 1.16 -3.07
O 1.02 1.63 -4.11
C 1.26 -0.21 -2.61
O 1.54 -1.21 -3.55
C 0.69 -2.23 -3.40
N 0.21 -3.15 -2.94
C 1.46 -0.38 -1.31
Cl 2.13 -1.83 -0.57
C 1.09 0.76 -0.35
O 1.69 1.02 0.63
H -4.06 2.01 0.96
H -3.55 1.80 2.73
H -4.93 0.92 2.05
H -3.33 -0.75 2.09
H -3.34 -0.31 0.38
H -1.21 -0.17 2.49
H -1.02 -0.38 0.74
H -0.80 3.28 0.41
H -2.15 2.27 -0.13
H -1.15 2.85 -3.81
H -1.40 3.68 -2.27
H -2.94 -0.22 -2.61
H -3.40 3.62 -1.37
C 2.09 -5.68 0.83
O 1.02 -5.21 1.18
N 2.51 -5.68 -0.47
N 2.97 -6.25 1.71
H 3.39 -6.06 -0.77
H 1.89 -5.27 -1.15
H 2.70 -6.27 2.67
H 3.85 -6.63 1.44
C 1.11 -1.19 4.20
O -0.04 -0.76 4.16
N 2.06 -0.79 3.32
N 1.51 -2.10 5.13
H 3.01 -1.12 3.34
H 1.79 -0.12 2.63
H 0.83 -2.41 5.80
H 2.45 -2.46 5.18
C -1.54 2.39 6.07
O -2.49 1.67 6.30
N -0.40 1.94 5.48
N -1.53 3.72 6.39
H 0.39 2.53 5.28
H -0.36 0.97 5.22
H -2.35 4.09 6.83
H -0.76 4.33 6.20
C 2.10 4.42 3.19
O 1.71 5.14 4.10
N 1.29 3.54 2.56
N 3.38 4.46 2.73
H 1.59 2.94 1.81
H 0.33 3.49 2.87
H 4.01 5.10 3.17
H 3.72 3.88 1.98
C 2.77 7.47 7.78
O 3.52 8.25 8.35
N 1.73 6.86 8.43
N 2.90 7.15 6.47
H 1.10 6.21 7.98
H 1.61 7.07 9.40
H 3.65 7.58 5.96
H 2.29 6.51 5.98
C 1.26 0.16 -8.52
O 1.60 -0.28 -9.61
N 1.71 -0.37 -7.34
N 0.41 1.20 -8.38
H 1.45 -0.03 -6.44
H 2.35 -1.15 -7.41
H 0.05 1.62 -9.22
H 0.12 1.57 -7.50
C 4.29 2.05 -1.77
O 3.14 2.48 -1.79
N 5.25 2.49 -2.63
N 4.70 1.10 -0.89
H 6.19 2.16 -2.63
H 4.98 3.19 -3.30
H 4.01 0.75 -0.23
H 5.63 0.74 -0.85
C 5.86 -6.13 -2.56
O 5.25 -6.05 -1.51
N 5.30 -6.61 -3.70
N 7.16 -5.75 -2.68
H 5.78 -6.68 -4.58
H 4.34 -6.90 -3.65
H 7.61 -5.40 -1.86
H 7.68 -5.81 -3.54
C -1.82 4.04 -9.47
O -1.47 3.02 -8.89
N -1.60 4.24 -10.80
N -2.46 5.06 -8.83
H -1.88 5.06 -11.29
H -1.13 3.51 -11.30
H -2.65 4.94 -7.85
H -2.76 5.90 -9.29
C -6.24 -2.78 2.51
O -6.31 -1.80 1.77
N -6.01 -4.03 2.04
N -6.38 -2.69 3.86
H -5.94 -4.85 2.63
H -5.90 -4.14 1.05
H -6.55 -1.77 4.24
H -6.33 -3.47 4.48
C -5.75 -7.86 2.55
O -6.13 -7.14 3.46
N -6.57 -8.77 1.94
N -4.48 -7.81 2.05
H -6.28 -9.37 1.19
H -7.51 -8.83 2.28
H -3.85 -7.15 2.47
H -4.15 -8.39 1.30
*
```

| no. | Kohn-Sham gap (eV) |
| --- | --- |
| 1 | 5.7812 |
| 2 | 7.6373 |